A single C5H5N molecule. Source: OMol25; level of theory: the ωB97M-V functional and the def2-TZVPD basis.

Atoms and positions in Å:
H (-1.08317, -0.86044, -0.67076)
C (-0.39838, -0.00552, -0.58374)
N (1.51171, -2.72993, -0.41315)
C (-1.49853, 1.97823, 0.80341)
C (-1.03088, 1.07890, 0.15704)
H (1.60731, 0.34243, 0.27509)
H (0.61337, -0.85949, 1.11399)
C (1.47384, -1.58629, -0.57174)
H (-0.14488, 0.30466, -1.60060)
H (-1.92514, 2.78154, 1.35884)
C (0.87474, -0.44410, 0.13162)

- structure (SMILES) = C#CCCC#N
- frontier orbital gap (eV) = 10.93
- largest force on an atom (eV Å⁻¹) = 2.4
- LUMO (eV) = 0.42
- energy (eV) = -6753.20580

The molecule's natural (NBO) atomic charges, reported in e, are given here: atom 1 (H): 0.2454, atom 2 (C): -0.4700, atom 3 (N): -0.2700, atom 4 (C): -0.2212, atom 5 (C): -0.0211, atom 6 (H): 0.2419, atom 7 (H): 0.2473, atom 8 (C): 0.2403, atom 9 (H): 0.2387, atom 10 (H): 0.2386, atom 11 (C): -0.4700

A single C5H8N2S molecule. Source: OMol25; level of theory: the ωB97M-V functional and the def2-TZVPD basis.

Atoms and positions in Å:
H (2.77052, -1.58944, -0.84376)
C (1.60302, 0.32031, -1.26971)
H (2.07017, 0.39916, 0.86685)
C (1.39462, -0.02138, 0.15581)
H (0.87795, -1.80169, -1.15229)
H (2.50786, 1.03564, -1.51127)
H (-1.39949, 2.09088, 1.80012)
C (-2.25225, -0.23858, 0.51388)
C (1.79921, -1.12544, -0.79093)
N (-2.39767, 2.03951, 2.02891)
S (-3.21950, 0.93801, 1.29939)
H (-2.92827, -1.10932, 0.28264)
C (-0.90073, -0.46922, 0.22236)
N (0.13328, 0.11709, 0.80082)
H (-0.73342, -1.20333, -0.49136)
H (0.67471, 0.61780, -1.91147)

- frontier orbital gap (alpha / beta) (eV) = 7.52 / 7.38
- largest force on an atom (eV Å⁻¹) = 4.1
- LUMO (alpha / beta) (eV) = -0.74 / -0.96
- energy (eV) = -19125.73633

The molecule's natural (NBO) atomic charges, reported in e, are given here: atom 1 (H): 0.2343, atom 2 (C): -0.4188, atom 3 (H): 0.2139, atom 4 (C): -0.1196, atom 5 (H): 0.2083, atom 6 (H): 0.2257, atom 7 (H): 0.3852, atom 8 (C): -0.5681, atom 9 (C): -0.4341, atom 10 (N): -0.9396, atom 11 (S): 0.9613, atom 12 (H): 0.2279, atom 13 (C): 0.0130, atom 14 (N): -0.3753, atom 15 (H): 0.1646, atom 16 (H): 0.2212

A single C6H9N molecule. Source: OMol25; level of theory: the ωB97M-V functional and the def2-TZVPD basis.

Atoms and positions in Å:
H (-2.37381, 0.55899, 0.56681)
H (-0.87584, -1.97587, 0.74375)
H (1.56297, 1.20064, -1.15083)
C (-0.33158, 1.06132, -0.02388)
C (0.62014, 0.65912, -1.09234)
C (1.60404, -0.65621, 0.97696)
H (2.36640, 0.12209, 1.06437)
H (-0.15154, 1.93699, 0.60109)
H (1.26847, -0.93198, 1.98171)
C (0.44116, -0.24621, 0.11158)
H (2.08758, -1.53947, 0.53553)
N (-1.70607, -0.88190, -0.71112)
H (0.18791, 0.37502, -2.05215)
C (-0.69388, -1.21647, -0.01332)
H (-2.25693, 0.98258, -1.18705)
C (-1.74900, 0.55136, -0.35110)

- structure (SMILES) = C[C@@]12C=NC[C@@H]1C2
- frontier orbital gap (eV) = 9.44
- largest force on an atom (eV Å⁻¹) = 2.0
- LUMO (eV) = 0.81
- energy (eV) = -7855.23827

The molecule's natural (NBO) atomic charges, reported in e, are given here: atom 1 (H): 0.2011, atom 2 (H): 0.1855, atom 3 (H): 0.2211, atom 4 (C): -0.2369, atom 5 (C): -0.4010, atom 6 (C): -0.5980, atom 7 (H): 0.2176, atom 8 (H): 0.2316, atom 9 (H): 0.2107, atom 10 (C): -0.1470, atom 11 (H): 0.2182, atom 12 (N): -0.4436, atom 13 (H): 0.2203, atom 14 (C): 0.1673, atom 15 (H): 0.2040, atom 16 (C): -0.2509